Formula: C31H40N3O6P
Source: the Open Molecules 2025 dataset
Level of theory: ωB97M-V with the def2-TZVPD basis set

Positions of all 81 atoms, in Å:
C  -1.35  6.14  0.19
C  -0.63  4.81  0.17
O  0.02  4.58  1.43
P  1.17  3.41  1.52
C  0.24  1.91  1.31
C  0.99  0.67  1.27
O  0.96  -0.29  2.05
O  1.72  0.65  0.10
C  2.99  -0.03  0.13
C  4.11  0.75  0.79
O  2.25  3.51  0.50
O  1.65  3.66  3.04
C  2.93  4.31  3.32
C  2.79  5.49  4.26
H  -1.78  6.28  -0.80
H  -2.17  6.16  0.90
H  -0.64  6.93  0.41
H  -1.32  3.98  -0.04
H  0.12  4.81  -0.63
H  -0.75  1.82  1.73
H  2.85  -0.99  0.65
H  3.24  -0.21  -0.92
H  4.99  0.47  0.22
H  3.96  1.83  0.80
H  4.24  0.38  1.81
H  3.59  3.55  3.77
H  3.38  4.65  2.37
H  3.79  5.81  4.57
H  2.32  6.36  3.77
H  2.23  5.19  5.14
C  -3.12  -5.06  -2.00
N  -2.44  -4.10  -1.19
C  -2.02  -4.40  0.07
O  -2.23  -5.47  0.65
C  -1.29  -3.19  0.61
C  0.17  -3.47  0.98
C  0.27  -4.44  2.15
C  0.81  -5.73  1.98
C  0.73  -6.66  3.03
C  0.12  -6.28  4.24
C  -0.37  -4.98  4.42
C  -0.27  -4.05  3.37
N  -1.44  -2.25  -0.49
C  -1.09  -0.98  -0.30
C  -0.92  -0.06  -1.32
C  -0.61  1.28  -1.18
C  -0.43  2.09  -2.36
C  0.52  3.15  -2.42
C  0.58  3.98  -3.53
C  -0.16  3.67  -4.68
C  -0.19  4.51  -5.85
N  -0.31  5.14  -6.83
C  -0.96  2.53  -4.70
C  -1.14  1.78  -3.55
C  -2.05  -2.80  -1.69
C  -1.03  -2.94  -2.82
C  -3.26  -1.99  -2.17
H  -3.29  -5.95  -1.39
H  -4.08  -4.66  -2.34
H  -2.53  -5.32  -2.88
H  -1.79  -2.81  1.52
H  0.68  -3.87  0.09
H  0.66  -2.51  1.22
H  1.26  -5.98  1.02
H  1.12  -7.67  2.88
H  0.06  -7.00  5.06
H  -0.85  -4.67  5.36
H  -0.64  -3.03  3.48
H  -0.91  -0.74  0.75
H  -1.00  -0.43  -2.35
H  -0.49  1.77  -0.19
H  1.21  3.26  -1.57
H  1.20  4.88  -3.50
H  -1.49  2.25  -5.60
H  -1.83  0.94  -3.58
H  -0.21  -3.61  -2.51
H  -1.54  -3.36  -3.70
H  -0.60  -1.98  -3.11
H  -4.03  -1.97  -1.38
H  -2.99  -0.97  -2.42
H  -3.66  -2.47  -3.07

For the molecular weight, the calculation gives 581.650 g mol⁻¹. The highest occupied orbital energy is -7.127 eV. The largest force on an atom comes out at 0.051 Eh/bohr. As for the multiplicity: 1. The HOMO-LUMO gap comes out at 5.23 eV. For the LUMO energy, the calculation gives -1.901 eV.

Atomic partial charges in e from the Löwdin method, atoms 1 to 5: -0.07, -0.30, -0.22, 0.53, -0.18

Formula: C31H40N3RuS3Si2
Source: the Open Molecules 2025 dataset
Level of theory: ωB97M-V with the def2-TZVPD basis set

Positions of all 80 atoms, in Å:
Ru  0.83  -1.79  -0.06
C  -0.52  -2.95  -3.04
Si  -0.58  -4.27  -1.68
C  -2.16  -5.29  -1.87
C  0.94  -5.36  -1.80
C  -0.66  -3.36  0.00
C  -1.69  -2.31  0.01
C  -3.08  -2.42  0.10
C  -3.84  -1.26  0.08
C  -3.21  -0.02  -0.01
C  -1.84  0.01  -0.09
N  -1.10  -1.10  -0.08
Si  -0.53  -4.31  1.66
C  -0.39  -3.02  3.03
C  -2.08  -5.34  1.90
C  1.00  -5.40  1.68
H  -0.46  -3.41  -4.03
H  0.36  -2.32  -2.93
H  -1.41  -2.31  -3.03
H  -2.15  -5.82  -2.82
H  -3.05  -4.67  -1.84
H  -2.23  -6.04  -1.08
H  1.11  -5.67  -2.83
H  0.84  -6.27  -1.20
H  1.83  -4.83  -1.46
H  -3.53  -3.40  0.17
H  -4.92  -1.32  0.13
H  -3.78  0.89  -0.02
H  -1.31  0.95  -0.16
H  -1.27  -2.36  3.07
H  0.49  -2.40  2.89
H  -0.30  -3.50  4.01
H  -2.98  -4.73  1.94
H  -2.02  -5.89  2.85
H  -2.20  -6.07  1.10
H  1.87  -4.86  1.31
H  0.87  -6.30  1.07
H  1.22  -5.72  2.70
S  1.46  -0.06  1.58
C  1.14  1.36  0.68
N  0.67  2.45  1.30
C  0.37  3.64  0.52
C  1.37  3.78  -0.60
N  1.35  2.56  -1.40
C  1.31  2.72  -2.85
C  0.03  3.40  -3.27
C  0.03  4.69  -3.78
C  -1.16  5.30  -4.16
C  -2.36  4.62  -4.01
C  -2.37  3.34  -3.48
C  -1.18  2.73  -3.11
C  1.33  1.38  -0.76
S  1.58  -0.06  -1.64
C  0.57  2.58  2.76
C  1.71  3.44  3.29
C  1.45  4.70  3.81
C  2.50  5.50  4.26
C  3.80  5.04  4.17
C  4.06  3.78  3.66
C  3.02  2.98  3.22
H  0.42  4.51  1.18
H  -0.64  3.58  0.11
H  2.37  3.95  -0.19
H  1.10  4.62  -1.23
H  1.38  1.73  -3.31
H  2.18  3.30  -3.17
H  0.97  5.22  -3.91
H  -1.15  6.30  -4.57
H  -3.29  5.09  -4.31
H  -3.31  2.80  -3.37
H  -1.19  1.72  -2.71
H  0.58  1.59  3.20
H  -0.39  3.05  2.98
H  0.43  5.06  3.89
H  2.29  6.48  4.67
H  4.62  5.67  4.51
H  5.08  3.41  3.60
H  3.22  1.99  2.83
S  4.01  -3.07  -0.02
C  2.54  -2.60  -0.04

For the molecular weight, the calculation gives 708.125 g mol⁻¹. The highest occupied orbital energy (spin up / spin down) is -10.086 / -10.087 eV. The largest force on an atom comes out at 0.047 Eh/bohr. As for the multiplicity: 1. The HOMO-LUMO gap (spin up / spin down) comes out at 5.62 / 5.62 eV. For the LUMO energy (spin up / spin down), the calculation gives -4.463 / -4.463 eV. Its net charge is +1.

Atomic partial charges in e from the Löwdin method, atoms 1 to 5: 0.73, -0.18, 0.47, -0.16, -0.16

Formula: C31H41BFN12O3PTi
Source: the Open Molecules 2025 dataset
Level of theory: ωB97M-V with the def2-TZVPD basis set

Positions of all 91 atoms, in Å:
Ti  -1.44  -1.47  0.54
C  -0.27  -1.61  4.51
C  0.12  -1.99  3.24
N  -0.94  -2.04  2.43
N  -2.03  -1.67  3.17
C  -1.64  -1.42  4.42
B  -3.49  -1.72  2.55
N  -3.74  -0.48  1.58
C  -4.57  0.57  1.71
C  -4.64  1.24  0.51
C  -3.80  0.53  -0.35
N  -3.27  -0.51  0.29
N  -3.57  -2.98  1.64
C  -4.51  -3.94  1.59
C  -4.27  -4.73  0.48
C  -3.14  -4.17  -0.11
N  -2.71  -3.13  0.59
H  0.34  -1.51  5.39
H  1.10  -2.25  2.86
H  -2.36  -1.14  5.18
H  -4.31  -1.74  3.42
H  -5.08  0.75  2.65
H  -5.24  2.11  0.28
H  -3.57  0.70  -1.39
H  -5.29  -3.99  2.33
H  -4.85  -5.58  0.15
H  -2.63  -4.46  -1.02
C  4.15  3.16  -1.73
C  3.82  2.81  -0.29
N  2.46  2.22  -0.14
C  2.32  0.90  -0.26
C  1.15  0.25  -0.01
C  0.94  -1.21  -0.27
O  1.71  -2.07  0.07
O  -0.26  -1.45  -0.87
C  0.06  0.97  0.55
O  -0.92  0.37  1.03
C  0.14  2.41  0.49
C  -0.98  3.22  0.73
C  -0.90  4.56  0.58
F  -1.99  5.31  0.83
C  0.30  5.21  0.18
C  1.40  4.42  -0.05
C  1.34  3.02  0.11
N  0.37  6.61  -0.04
C  -0.86  7.41  -0.12
C  -0.49  8.84  -0.55
N  0.78  8.79  -1.36
C  1.96  8.39  -0.49
C  1.48  7.37  0.54
H  5.14  3.63  -1.77
H  3.43  3.86  -2.16
H  4.17  2.27  -2.36
H  3.88  3.68  0.36
H  4.52  2.08  0.10
H  3.21  0.36  -0.58
H  -1.91  2.76  1.04
H  2.31  4.88  -0.39
H  -1.39  7.49  0.83
H  -1.53  6.96  -0.84
H  -0.29  9.49  0.29
H  -1.27  9.28  -1.16
H  0.97  9.68  -1.81
H  0.67  8.09  -2.09
H  2.35  9.29  -0.01
H  2.72  7.98  -1.14
H  1.15  7.87  1.46
H  2.30  6.72  0.82
C  0.95  -7.73  -1.41
N  0.58  -6.83  -2.61
C  1.88  -6.27  -3.23
N  2.65  -5.61  -2.24
C  2.97  -6.51  -1.13
N  1.76  -7.01  -0.49
C  1.02  -5.96  0.23
P  0.44  -4.57  -0.87
C  -0.32  -5.70  -2.15
C  2.05  -4.34  -1.78
H  1.50  -8.57  -1.83
H  0.02  -8.06  -0.97
H  0.10  -7.39  -3.31
H  1.58  -5.59  -4.02
H  2.41  -7.12  -3.65
H  3.57  -5.98  -0.40
H  3.54  -7.35  -1.51
H  1.68  -5.54  0.99
H  0.17  -6.39  0.75
H  -0.59  -5.11  -3.03
H  -1.23  -6.15  -1.75
H  2.75  -3.85  -1.10
H  1.89  -3.68  -2.63

For the molecular weight, the calculation gives 738.401 g mol⁻¹. The highest occupied orbital energy (spin up / spin down) is -13.988 / -15.090 eV. The largest force on an atom comes out at 0.029 Eh/bohr. As for the multiplicity: 2. The HOMO-LUMO gap (spin up / spin down) comes out at 7.12 / 8.15 eV. For the LUMO energy (spin up / spin down), the calculation gives -6.866 / -6.936 eV. For the energy relative to the best compared isomer or geometry (same formula, charge and spin), the calculation gives 50.4 kcal per mole. Its net charge is +3.

Atomic partial charges in e from the Löwdin method, atoms 1 to 5: 1.07, -0.01, -0.09, -0.07, -0.02

Formula: C31H41BiN4O14P3S
Source: the Open Molecules 2025 dataset
Level of theory: ωB97M-V with the def2-TZVPD basis set

Positions of all 95 atoms, in Å:
Bi  -0.62  1.74  0.07
O  -2.60  0.97  -1.82
N  -1.97  -0.20  -2.25
C  -2.61  -1.21  -1.84
C  -3.92  -1.25  -1.13
C  -4.87  -2.10  -1.70
C  -6.18  -2.11  -1.25
C  -6.55  -1.28  -0.21
C  -5.61  -0.47  0.41
C  -4.29  -0.46  -0.04
P  -3.05  0.45  0.96
C  -3.69  2.27  1.13
C  -3.47  2.83  2.55
C  -4.43  3.91  2.96
C  -5.50  4.22  2.24
C  -5.81  3.49  1.01
C  -5.01  2.56  0.50
C  -3.08  -0.45  2.56
C  -3.88  -1.57  2.79
C  -3.76  -2.29  3.97
C  -2.83  -1.91  4.94
C  -2.02  -0.82  4.71
C  -2.12  -0.10  3.53
H  -2.54  1.65  -2.51
H  -2.19  -2.15  -2.18
H  -4.58  -2.73  -2.54
H  -6.90  -2.76  -1.72
H  -7.58  -1.27  0.14
H  -5.90  0.14  1.25
H  -3.49  2.03  3.30
H  -4.20  4.43  3.89
H  -6.17  5.00  2.57
H  -6.73  3.74  0.49
H  -5.23  2.07  -0.44
H  -4.60  -1.90  2.06
H  -4.39  -3.15  4.13
H  -2.74  -2.48  5.85
H  -1.28  -0.52  5.45
H  -1.45  0.73  3.35
C  0.64  -1.38  1.35
O  0.80  0.03  1.58
C  2.17  0.44  1.48
C  2.23  1.92  1.76
O  1.63  2.72  0.73
C  2.44  2.93  -0.45
H  1.14  -1.95  2.13
H  1.04  -1.66  0.37
H  -0.43  -1.59  1.39
H  2.54  0.21  0.48
H  2.78  -0.09  2.22
H  3.27  2.23  1.91
H  1.66  2.14  2.65
H  3.42  3.32  -0.16
H  1.92  3.68  -1.05
H  2.55  2.01  -1.02
O  -2.66  5.41  -0.31
P  -2.38  4.02  -0.94
O  -3.18  3.69  -2.13
O  -0.87  3.69  -0.96
O  -2.65  2.92  0.31
P  -1.76  3.53  2.63
O  -1.53  3.50  4.22
O  -1.60  4.89  2.08
O  -0.79  2.43  2.08
H  -2.20  5.47  0.57
H  -1.03  4.27  4.52
C  9.28  -2.66  -2.15
C  7.78  -2.46  -1.99
S  6.95  -3.88  -2.67
O  7.15  -3.88  -4.09
O  7.30  -5.02  -1.87
C  5.20  -3.58  -2.39
C  4.59  -2.69  -3.47
N  3.43  -1.93  -2.97
C  3.49  -0.77  -2.27
N  2.29  -0.33  -1.93
C  1.41  -1.24  -2.43
C  2.08  -2.23  -3.05
N  1.50  -3.40  -3.67
O  2.23  -4.19  -4.24
O  0.30  -3.51  -3.56
C  4.78  -0.08  -1.95
H  9.81  -1.79  -1.78
H  9.54  -2.81  -3.19
H  9.61  -3.54  -1.58
H  7.42  -1.59  -2.55
H  7.47  -2.39  -0.94
H  5.10  -3.17  -1.39
H  4.78  -4.59  -2.40
H  4.24  -3.30  -4.29
H  5.31  -1.98  -3.88
H  0.34  -1.13  -2.33
H  5.38  0.09  -2.84
H  5.37  -0.66  -1.24
H  4.55  0.89  -1.50

For the molecular weight, the calculation gives 1027.652 g mol⁻¹. The highest occupied orbital energy is -11.285 eV. The largest force on an atom comes out at 0.015 Eh/bohr. As for the multiplicity: 1. The HOMO-LUMO gap comes out at 8.52 eV. For the LUMO energy, the calculation gives -2.769 eV. Its net charge is +1.

Atomic partial charges in e from the natural (NBO) method, atoms 1 to 5: 2.17, -0.63, -0.13, 0.06, -0.09

Formula: C31H41ClLuNO8PS
Source: the Open Molecules 2025 dataset
Level of theory: ωB97M-V with the def2-TZVPD basis set

Positions of all 85 atoms, in Å:
C  2.36  2.09  -3.50
C  1.47  0.89  -3.86
O  0.92  1.28  -5.11
C  2.36  -0.36  -3.88
O  1.83  -1.58  -3.37
C  1.16  -1.63  -2.16
C  -0.11  -2.22  -2.22
C  -0.61  -2.81  -3.52
C  -0.62  -2.00  -4.82
C  -1.70  -0.94  -4.96
S  -1.81  -0.51  -6.72
C  -0.82  -2.37  -1.01
C  -2.17  -3.06  -0.93
C  -3.37  -2.24  -0.34
C  -3.22  -0.73  -0.26
C  -3.07  -0.10  -1.67
C  -4.36  0.58  -2.17
N  -5.18  -0.24  -3.05
C  -0.24  -1.94  0.19
C  1.02  -1.37  0.23
C  1.74  -1.23  -0.97
P  3.47  -0.55  -1.02
O  4.37  -1.55  -0.19
Cl  3.36  1.24  0.04
C  1.55  -0.98  1.57
O  2.69  -1.12  1.90
C  0.53  -0.45  2.54
C  -0.70  -1.04  2.49
C  -1.73  -0.64  3.37
C  -1.49  0.35  4.30
C  -0.25  0.97  4.41
C  -0.01  1.98  5.43
C  -1.24  2.83  5.83
O  -1.84  3.45  4.72
C  0.81  0.57  3.47
C  2.12  1.22  3.57
C  2.99  0.63  4.72
C  4.08  1.60  5.18
C  4.46  2.55  4.07
O  5.19  2.23  3.20
O  3.82  3.76  4.08
C  -0.89  -2.14  1.51
O  -1.49  -3.12  1.87
H  2.72  2.00  -2.47
H  3.29  1.99  -4.15
H  1.81  3.04  -3.68
H  0.67  0.87  -3.12
H  0.99  0.59  -5.77
H  3.31  -0.11  -3.41
H  2.61  -0.57  -4.92
H  0.07  -3.64  -3.72
H  -1.58  -3.26  -3.42
H  -0.83  -2.72  -5.61
H  0.34  -1.57  -5.07
H  -1.54  -0.04  -4.38
H  -2.66  -1.39  -4.70
H  -2.40  0.69  -6.65
H  -2.47  -3.49  -1.87
H  -2.03  -3.91  -0.27
H  -4.23  -2.46  -0.96
H  -3.60  -2.65  0.64
H  -2.45  -0.39  0.42
H  -4.16  -0.36  0.14
H  -2.89  -0.93  -2.34
H  -2.24  0.60  -1.66
H  -4.05  1.46  -2.74
H  -4.95  0.94  -1.32
H  -5.19  0.11  -4.00
H  -4.87  -1.21  -3.11
H  3.82  -2.26  0.20
H  -2.70  -1.12  3.30
H  -2.26  0.65  4.99
H  0.27  1.41  6.34
H  0.83  2.61  5.21
H  -1.96  2.28  6.43
H  -0.88  3.62  6.48
H  -2.58  2.92  4.42
H  1.98  2.29  3.71
H  2.67  1.11  2.64
H  2.34  0.37  5.55
H  3.44  -0.31  4.40
H  4.97  1.03  5.44
H  3.80  2.16  6.07
H  4.27  4.37  4.68
Lu  2.96  3.98  -4.66

For the molecular weight, the calculation gives 829.129 g mol⁻¹. The highest occupied orbital energy is -15.309 eV. The largest force on an atom comes out at 0.076 Eh/bohr. As for the multiplicity: 1. The HOMO-LUMO gap comes out at 1.60 eV. For the LUMO energy, the calculation gives -13.708 eV. Its net charge is +3.

Atomic partial charges in e from the Löwdin method, atoms 1 to 5: -0.25, -0.36, -0.07, -0.16, -0.04